# 1
{"formula": "C12H18N6", "method": "ωB97M-V with the def2-TZVPD basis set", "elements": ["N", "N", "N", "N", "N", "N", "C", "C", "C", "C", "C", "C", "C", "C", "C", "C", "C", "C", "H", "H", "H", "H", "H", "H", "H", "H", "H", "H", "H", "H", "H", "H", "H", "H", "H", "H"], "coordinates": [[-8.8644, 6.2870, -0.8763], [-0.8068, 2.2787, 0.9629], [2.7168, -3.9274, -4.4393], [6.8289, -1.6788, -0.4112], [-6.3115, 6.6339, 5.2812], [-0.3688, -5.6193, 2.3341], [-6.3687, 6.3036, -1.8140], [4.1658, -2.8406, -6.3428], [-0.1673, 1.5036, 0.4424], [8.2117, -2.8091, 1.4881], [0.6621, 0.4564, -0.1757], [0.7066, -5.9486, 2.0301], [3.3490, -3.4453, -5.2850], [-7.7712, 6.2599, -1.2971], [7.4323, -2.1674, 0.4280], [-7.1048, 4.2350, 4.5888], [-6.6587, 5.5874, 5.0613], [2.0722, -6.3002, 1.6259], [-7.8349, 4.3741, 3.7914], [0.4959, 0.2598, -1.2349], [2.5366, -5.3314, 1.4423], [-7.6023, 3.7312, 5.4176], [8.1687, -2.2071, 2.3958], [3.4726, -2.2075, -6.8968], [-5.7917, 5.5269, -1.3122], [2.6759, -6.7830, 2.3945], [1.6534, 0.8991, -0.0791], [0.6378, -0.5257, 0.2964], [-6.5382, 6.0043, -2.8483], [4.4954, -3.6047, -7.0468], [4.9868, -2.2192, -5.9852], [9.2428, -2.9527, 1.1653], [-6.1912, 3.7591, 4.2325], [-5.8842, 7.2768, -1.7352], [7.7302, -3.7820, 1.5864], [2.0229, -7.0268, 0.8149]], "atomic_forces_ev_per_a": [[2.6200, -0.2309, -1.1152], [-1.0669, 1.5454, 0.8857], [0.8226, 0.7004, -1.2424], [-0.3250, 0.1929, -0.3509], [0.9920, 2.8701, 0.8675], [1.9676, -0.6188, -0.5916], [-1.4651, -0.7622, -0.0271], [-0.8449, 0.0484, -0.3171], [0.6283, -2.4303, -1.2071], [-0.4288, -0.0631, -0.5748], [0.6208, 0.5474, -0.0359], [-1.7700, 0.2221, 0.9069], [-0.2637, -0.6596, 1.3263], [-1.5966, 0.7769, 1.3645], [0.5682, 0.1358, 0.2938], [0.3184, 1.4697, 0.6309], [-1.4588, -3.5793, -1.3596], [-0.2834, 0.0920, 0.4065], [0.1987, -0.0460, -0.0636], [-0.3650, 0.4933, 0.0481], [0.3234, -0.3265, -0.7282], [0.3177, -0.2656, -0.1320], [-0.0136, -0.2600, -0.0060], [0.1500, 0.2046, -0.1328], [0.0643, 0.1495, -0.0405], [-0.4358, 0.0746, 0.3762], [0.3640, -0.5271, -0.1502], [-0.1864, 0.3602, 0.4525], [0.6968, 0.1604, -0.2135], [0.2167, 0.0042, 0.2146], [-0.0816, -0.2971, 0.1701], [-0.0739, 0.0721, 0.0599], [-0.3660, -0.4419, 0.0467], [-0.3127, -0.1022, 0.0458], [0.2706, -0.0735, 0.5757], [0.1980, 0.5642, -0.3832]], "lowdin_charge": [0.11, 0.12, 0.12, 0.12, 0.12, 0.12, -0.07, -0.08, -0.29, -0.07, -0.07, -0.28, -0.28, -0.27, -0.30, -0.06, -0.29, -0.08, 0.08, 0.08, 0.08, 0.07, 0.08, 0.08, 0.08, 0.08, 0.08, 0.08, 0.07, 0.08, 0.08, 0.08, 0.08, 0.08, 0.08, 0.08], "de_lowest_kcal_mol": 28.7, "molar_mass_g_mol": 246.3, "gap_ev": 11.8, "total_charge": 0, "e_homo_ev": -11.6}


# 2
{"formula": "C36H41NO3Si", "method": "ωB97M-V with the def2-TZVPD basis set", "elements": ["Si", "O", "O", "O", "N", "C", "C", "C", "C", "C", "C", "C", "C", "C", "C", "C", "C", "C", "C", "C", "C", "C", "C", "C", "C", "C", "C", "C", "C", "C", "C", "C", "C", "C", "C", "C", "C", "C", "C", "C", "C", "H", "H", "H", "H", "H", "H", "H", "H", "H", "H", "H", "H", "H", "H", "H", "H", "H", "H", "H", "H", "H", "H", "H", "H", "H", "H", "H", "H", "H", "H", "H", "H", "H", "H", "H", "H", "H", "H", "H", "H", "H"], "coordinates": [[4.8060, 0.8513, 3.7141], [-6.5827, 0.0158, -5.7817], [3.5530, 0.1574, 2.8468], [-4.6651, -0.5565, -1.4962], [0.1320, -0.8014, 1.7727], [-4.3890, -1.1997, 1.8674], [-5.6426, -0.1745, -2.2051], [1.1360, 3.6086, 2.9432], [-7.7180, 1.0112, -3.8508], [5.1644, 2.4833, 2.9046], [0.7281, -2.5160, 5.6819], [-4.6697, -1.0229, 3.2525], [-7.7598, 1.1123, -2.4560], [2.9641, -3.2219, 5.1110], [1.5540, 1.2911, 3.5120], [-6.6255, -2.1732, 1.6118], [1.8005, -3.3905, 5.8615], [0.5411, 2.7736, 5.1302], [0.5624, 3.8129, 4.2021], [2.0118, -1.2534, 4.0614], [-6.6821, 0.2330, -4.4317], [-3.1493, -0.7516, 1.2844], [2.2017, -1.8009, 1.1751], [-6.9039, -1.9297, 2.9661], [0.8196, -1.4648, 4.7607], [-0.1754, -2.2193, 1.6132], [-6.8044, 0.5233, -1.6525], [-5.7034, -0.3669, -3.6381], [-7.5432, 0.6729, -6.6360], [1.6399, 2.3505, 2.6019], [4.3485, 1.0893, 5.5033], [-5.9117, -1.3674, 3.7823], [1.0928, 1.5263, 4.8081], [2.1701, -0.0533, 3.0899], [3.0568, -2.1717, 4.1937], [-5.3865, -1.8329, 1.0839], [1.5801, -0.4971, 1.7048], [-0.8188, 0.1293, 1.8344], [6.2416, -0.3260, 3.5742], [-2.2051, -0.0854, 2.0473], [1.1858, -2.9121, 1.4249], [2.1135, 2.1943, 1.6276], [3.9656, -2.0635, 3.5953], [-6.1050, -1.1986, 4.8429], [2.3170, -1.6608, 0.0932], [5.9338, 3.0170, 3.4802], [-7.4939, 1.7667, -6.5274], [1.7294, -4.2092, 6.5806], [-7.3793, -2.6275, 0.9673], [-7.8779, -2.1907, 3.3830], [1.7488, 0.3139, 0.9757], [4.2694, 3.1155, 2.8501], [-2.9777, -0.9378, 0.2261], [-0.0275, -0.7904, 4.6103], [3.1905, -1.9975, 1.5947], [-6.8572, 0.5955, -0.5679], [-3.8992, -0.6022, 3.9030], [-4.9346, -0.9564, -4.1271], [3.8599, 0.2033, 5.9300], [-0.4728, 1.1662, 1.8478], [-8.5764, 1.6814, -2.0064], [3.8148, -3.8968, 5.2223], [5.5371, 2.3248, 1.8840], [1.1998, 4.4191, 2.2156], [-0.8313, -2.3856, 0.7433], [3.6843, 1.9525, 5.6399], [5.2749, 1.2750, 6.0688], [-0.1906, -2.6323, 6.2593], [-2.5648, 0.4929, 2.9071], [1.1778, 0.7491, 5.5683], [6.5011, -0.5007, 2.5218], [-8.5664, 0.3286, -6.4250], [7.1184, 0.1026, 4.0805], [1.4333, -3.4860, 2.3271], [-8.4715, 1.5005, -4.4764], [-5.1735, -1.9955, 0.0288], [1.1376, -3.6092, 0.5829], [0.1430, 4.7882, 4.4571], [-0.7127, -2.6064, 2.4945], [-7.2520, 0.3840, -7.6457], [0.1062, 2.9128, 6.1214], [6.0215, -1.2947, 4.0413]], "atomic_forces_ev_per_a": [[-0.3865, -0.0119, 0.0891], [-0.5905, 0.4402, -0.7185], [-0.4277, -0.3301, -0.5235], [0.4914, -0.4303, 0.5351], [-1.5753, 1.7241, -0.4856], [-1.6781, -0.0986, 0.7236], [-1.3291, 0.7029, -1.0509], [0.1631, -0.2803, -0.0711], [0.2710, -0.2664, -0.7194], [0.2339, 0.1153, -0.0517], [-0.0746, 0.1111, -0.2643], [-0.1347, -0.0241, -0.5100], [0.1022, -0.1365, -0.1238], [-0.1098, 0.1610, -0.2822], [0.5287, -0.3239, 0.4665], [-0.0741, -0.0372, 0.6636], [0.0150, 0.0049, 0.0472], [0.1917, -0.1651, 0.0082], [-0.0850, -0.0377, -0.0568], [-0.2274, 0.5620, -0.2219], [-0.4827, 0.3355, 1.1068], [1.3187, 0.1058, 1.0324], [-0.1279, 0.3906, -0.7012], [0.3807, 0.0098, -0.4591], [0.1601, -0.3208, 0.2374], [-0.2549, -1.0808, -0.1622], [0.7715, -0.3558, -0.0762], [-0.1834, 0.3050, 0.3600], [0.5971, -0.4174, 0.6318], [-0.3560, 0.3041, 0.1506], [0.0291, 0.0881, 0.2213], [0.2324, -0.0051, -0.0876], [-0.2867, 0.3635, -0.2449], [0.3412, -0.4018, 0.1024], [0.1447, -0.0408, 0.3764], [0.5595, 0.3432, -0.1803], [0.5431, 0.1482, -0.1939], [1.5309, -0.4189, -0.0617], [0.1367, -0.0170, -0.0831], [-1.2209, -0.4814, -0.7549], [-0.2110, -0.3745, 0.3604], [-0.2244, 0.1346, 0.3579], [-0.3773, 0.0770, 0.3520], [0.0369, -0.0673, -0.3019], [0.1404, -0.1440, 0.1843], [-0.1281, -0.0202, -0.2067], [0.0029, -0.2631, -0.0079], [0.0029, 0.2889, -0.1981], [0.2412, 0.1558, 0.1820], [0.2860, 0.1013, -0.1073], [-0.1608, -0.3197, 0.4285], [0.1952, -0.1300, 0.0795], [-0.0347, -0.3348, 0.0419], [0.2685, -0.2973, 0.1359], [-0.2611, 0.1170, -0.0782], [0.0155, 0.1304, -0.0870], [-0.3673, -0.1500, -0.0842], [0.0512, 0.0789, 0.0601], [0.1252, 0.1536, -0.0634], [0.2137, -0.3288, 0.3209], [0.1847, -0.1587, -0.0295], [-0.3338, 0.1163, 0.0133], [-0.0341, 0.1043, 0.1799], [-0.0543, -0.1710, 0.2754], [0.3150, 0.2782, 0.3397], [0.1595, -0.1752, 0.0064], [-0.2594, -0.0305, -0.0505], [0.2722, -0.0709, -0.1708], [0.1828, -0.1884, -0.2028], [-0.1902, 0.3251, -0.2629], [0.0039, 0.0123, 0.2084], [0.2361, 0.0756, -0.0392], [-0.1399, -0.1322, -0.1429], [-0.0199, 0.1569, -0.2321], [0.3020, -0.2156, 0.3726], [-0.0804, 0.2273, 0.0627], [0.0608, 0.0968, 0.2070], [0.1255, -0.3218, -0.0715], [0.1436, 0.3353, -0.2167], [-0.1042, 0.0761, 0.0466], [0.2018, 0.1019, -0.2712], [0.0765, 0.2168, -0.0585]], "lowdin_charge": [0.41, -0.12, -0.17, -0.16, 0.01, -0.20, -0.48, -0.06, -0.09, -0.15, -0.06, -0.03, -0.15, -0.06, -0.17, -0.06, -0.08, -0.06, -0.07, -0.15, -0.32, 0.03, -0.10, -0.07, -0.06, -0.10, -0.07, 0.02, -0.10, -0.06, -0.14, -0.09, -0.04, -0.33, -0.05, -0.01, -0.15, 0.02, -0.15, -0.06, -0.13, 0.13, 0.10, 0.10, 0.13, 0.04, 0.09, 0.11, 0.11, 0.10, 0.15, 0.02, 0.12, 0.11, 0.11, 0.08, 0.10, 0.10, 0.04, 0.14, 0.09, 0.11, 0.04, 0.11, 0.14, 0.03, 0.04, 0.11, 0.12, 0.11, 0.04, 0.09, 0.04, 0.11, 0.08, 0.10, 0.12, 0.11, 0.14, 0.08, 0.11, 0.03], "molar_mass_g_mol": 563.8, "gap_ev": 3.3, "total_charge": 0, "e_homo_ev": -5.0}